(1)
ORCA calculation (ωB97M-V/def2-TZVPD) on a structure of composition C70H75BrClF3N6O4PRbSe.

Structure (XYZ):
```
163
C70H75BrClF3N6O4PRbSe ωB97M-V/def2-TZVPD
Rb 0.07426 -0.96449 -0.91978
C 1.68348 -3.28705 2.07635
N 0.56119 -2.36815 1.98341
C 0.04016 -1.94198 3.27588
C -1.32413 -1.35217 3.14375
N -2.43535 -2.02193 2.97058
C -3.42103 -1.05327 2.89487
C -4.79004 -1.18740 2.66474
C -5.54998 -0.03558 2.60116
C -4.96868 1.23412 2.75877
C -3.61388 1.38596 2.98274
C -2.85710 0.22153 3.05253
N -1.51080 -0.00560 3.22704
C 2.98764 -2.69392 1.64809
N 3.18566 -2.10927 0.50532
C 4.53304 -1.79016 0.48986
C 5.27909 -1.13353 -0.48410
C 6.62375 -0.92596 -0.23739
C 7.22460 -1.35637 0.95466
C 6.49602 -2.00800 1.93498
C 5.14732 -2.21591 1.67694
N 4.13206 -2.80948 2.40033
H 1.50940 -4.14894 1.41815
H 1.77166 -3.68302 3.09244
H 0.85929 -1.53310 1.47904
H 0.68960 -1.20285 3.75357
H -0.04756 -2.81827 3.92400
H -5.22806 -2.16578 2.51018
H -6.61188 -0.10826 2.40005
H -5.59316 2.11468 2.67269
H -3.14968 2.36049 3.04930
H -0.75902 0.67416 3.18564
H 4.80256 -0.78584 -1.39073
H 7.22587 -0.40763 -0.97249
H 8.27802 -1.16485 1.11695
H 6.95749 -2.32611 2.86160
H 4.16901 -3.10951 3.35781
C -0.99011 7.54604 -2.26871
C -2.05025 6.46662 -2.00686
C -3.04025 6.44820 -3.18099
C -2.82082 6.86268 -0.74638
C -1.38154 5.10130 -1.86436
C -1.52231 4.29081 -0.74595
C -0.89387 3.05824 -0.67031
Se -1.13691 1.89427 0.82999
C 0.16209 2.58895 2.06990
C 0.07189 3.91929 2.45620
C 1.02055 4.50521 3.27836
C 2.07503 3.68256 3.69543
C 2.20461 2.34969 3.34677
C 1.19585 1.72171 2.52748
O 1.21558 0.47237 2.24641
C 3.45381 1.54561 3.71907
C 3.08266 0.28897 4.51989
C 4.45461 2.34219 4.56065
C 4.15878 1.13225 2.41898
C 0.98558 5.97451 3.68885
C 2.23060 6.69440 3.14902
C -0.24780 6.68983 3.13701
C 0.96455 6.09719 5.21916
C -0.09362 2.53009 -1.72699
O 0.47153 1.39481 -1.61300
C 0.00594 3.35271 -2.90506
C -0.61200 4.58872 -2.91848
C 0.77996 2.81334 -4.10847
C 0.13151 1.50588 -4.58999
C 2.24052 2.55044 -3.71212
C 0.78672 3.78757 -5.28899
H -1.45572 8.53280 -2.36447
H -0.43558 7.34174 -3.18548
H -0.27283 7.57756 -1.44627
H -3.53596 7.41873 -3.29099
H -3.80190 5.68338 -3.01949
H -2.53223 6.21620 -4.11837
H -3.25928 7.85614 -0.87850
H -2.16587 6.89318 0.12594
H -3.63036 6.16148 -0.53695
H -2.14214 4.59683 0.08745
H -0.75646 4.49669 2.06741
H 2.84765 4.13019 4.30818
H 2.59764 0.56388 5.46046
H 3.98593 -0.28692 4.75196
H 2.40087 -0.32542 3.93624
H 4.02280 2.66149 5.51259
H 4.81662 3.22618 4.03192
H 5.31791 1.70680 4.77756
H 3.47868 0.55815 1.79131
H 5.04881 0.53025 2.63358
H 4.47036 2.01987 1.86387
H 2.26971 6.61341 2.06153
H 3.14430 6.25178 3.54895
H 2.21656 7.75504 3.42065
H -0.25606 6.67924 2.04585
H -0.24817 7.73288 3.46580
H -1.16988 6.22123 3.48623
H 1.84684 5.63644 5.66548
H 0.08442 5.59628 5.62729
H 0.93884 7.14881 5.52320
H -0.51808 5.19670 -3.81117
H 0.09855 0.77363 -3.78589
H 0.69643 1.08175 -5.42572
H -0.89160 1.68888 -4.92655
H 2.27797 1.88208 -2.85312
H 2.73648 3.48752 -3.44426
H 2.78380 2.09829 -4.54871
H -0.22532 3.99826 -5.64224
H 1.34346 3.33975 -6.11652
H 1.26826 4.73476 -5.03239
Cl -2.80897 -0.59066 -0.50242
C -4.16213 -1.62176 -0.81768
C -5.36537 -1.00238 -1.12705
C -6.50499 -1.76596 -1.30454
C -6.44299 -3.14563 -1.16128
C -5.23189 -3.74997 -0.86599
C -4.06168 -3.00810 -0.70926
P -2.42211 -3.77482 -0.37154
C -2.97519 -5.28144 0.56296
C -3.19146 -6.54643 0.01713
C -3.60202 -7.60407 0.81919
C -3.80573 -7.41601 2.17919
C -3.58486 -6.16276 2.73461
C -3.16647 -5.10811 1.93644
C -2.04722 -4.57569 -1.98741
C -2.90364 -4.64454 -3.08101
C -2.51064 -5.29083 -4.24407
C -1.25960 -5.88283 -4.32835
C -0.39182 -5.80310 -3.24947
C -0.78146 -5.14278 -2.09455
H -5.39043 0.07441 -1.21602
H -7.44242 -1.28102 -1.54667
H -7.33247 -3.75138 -1.28319
H -5.18940 -4.82820 -0.76003
H -3.03157 -6.71550 -1.03998
H -3.76327 -8.57945 0.37500
H -4.12804 -8.24189 2.80221
H -3.73096 -6.00423 3.79649
H -2.97766 -4.13144 2.37588
H -3.86664 -4.15384 -3.05062
H -3.17453 -5.29872 -5.09931
H -0.94506 -6.36041 -5.24802
H 0.60685 -6.21649 -3.32504
H -0.08678 -5.03083 -1.26800
C 3.92274 -7.34593 -2.08792
C 3.69030 -5.88289 -2.34287
C 4.41040 -5.16805 -3.29655
C 4.13112 -3.83394 -3.51141
C 3.12439 -3.25244 -2.74628
Br 2.75076 -1.41750 -3.00097
N 2.41940 -3.90067 -1.84853
C 2.70823 -5.18601 -1.65544
H 4.94773 -7.62919 -2.32834
H 3.25548 -7.95948 -2.69751
H 3.73485 -7.59748 -1.04399
H 5.18907 -5.65791 -3.87056
H 4.66766 -3.24704 -4.24165
H 2.11339 -5.69747 -0.90274
F -2.77429 -0.75757 -5.81105
C -2.78619 -1.21060 -4.54381
F -3.09821 -0.16271 -3.76530
F -3.84345 -2.06760 -4.46205
C -1.46236 -1.94242 -4.13270
O -0.87169 -2.48922 -5.06201
O -1.22590 -1.90595 -2.90771
```

Values from the calculation:
* LUMO energy: 3.2 eV
* net charge: -2
* HOMO-LUMO gap: 0.18483 Ha

(2)
ORCA calculation (ωB97M-V/def2-TZVPD) on a structure of composition C26H41ClO2P2PtSb.

Structure (XYZ):
```
74
C26H41ClO2P2PtSb ωB97M-V/def2-TZVPD
Pt 0.18333 0.69439 0.88000
C 2.27895 -1.22379 -1.30689
P 2.11619 -0.46036 0.31285
C 3.55645 0.60516 0.55224
C 2.18888 -1.73482 1.58631
C 3.05756 -2.81015 1.41392
C 3.20432 -3.75722 2.41757
C 2.48506 -3.63819 3.59750
C 1.60679 -2.57790 3.77326
C 1.44833 -1.62033 2.77471
P 0.25183 -0.28768 3.04324
C 0.79683 0.68106 4.45981
C -1.31610 -1.05548 3.47610
H 3.30359 -1.57658 -1.43906
H 2.06476 -0.49334 -2.08639
H 1.58770 -2.06126 -1.39704
H 4.44448 -0.03160 0.57322
H 3.49236 1.14166 1.49873
H 3.64908 1.31612 -0.26954
H 3.63058 -2.92184 0.50169
H 3.88390 -4.58701 2.27723
H 2.60116 -4.37461 4.38134
H 1.04563 -2.51322 4.69798
H 0.94842 0.00552 5.30468
H 0.03735 1.41630 4.72591
H 1.73594 1.18859 4.24383
H -1.16834 -1.70073 4.34404
H -1.68669 -1.64419 2.63880
H -2.04541 -0.28600 3.73128
C 0.10814 6.27690 0.45685
C 0.57821 4.91011 0.80382
C 1.92993 4.48556 0.33735
Sb -0.87257 3.01277 -0.24090
C 0.14568 3.00698 -2.18036
C -0.13619 1.71398 -2.92693
C -0.23628 4.25105 -2.97675
C -2.89217 4.07606 0.17218
C -3.00795 4.45981 1.62040
C -3.05801 5.16398 -0.85269
H 0.79420 6.97772 0.95804
H -0.88627 6.50788 0.82846
H 0.17910 6.50206 -0.60770
H 0.30489 4.56393 1.80256
H 2.14228 4.79775 -0.68498
H 2.11560 3.41296 0.45104
H 2.66098 4.99059 0.98528
H 1.18879 3.05081 -1.86536
H -1.17027 1.65085 -3.25903
H 0.08857 0.82205 -2.33916
H 0.49919 1.70298 -3.81651
H -1.26659 4.20137 -3.32784
H 0.40280 4.29715 -3.86214
H -0.09139 5.18324 -2.43068
H -3.47252 3.18862 -0.07801
H -2.35418 5.28436 1.90066
H -2.84663 3.62108 2.29675
H -4.03652 4.80477 1.77458
H -2.43394 6.03683 -0.67675
H -4.10263 5.49090 -0.75713
H -2.93840 4.81854 -1.87801
Cl -7.99200 -1.75680 -0.91221
C -6.39767 -1.15270 -0.74552
C -5.67885 -0.79372 -1.88200
C -4.40122 -0.28684 -1.74799
C -3.83562 -0.17045 -0.47782
C -4.55171 -0.55487 0.65630
C -5.84198 -1.03139 0.52406
C -2.49408 0.39518 -0.31768
O -2.18876 1.47635 -0.93585
O -1.66144 -0.20037 0.44500
H -6.12840 -0.90861 -2.85831
H -3.84210 -0.00102 -2.62975
H -4.10560 -0.48031 1.64008
H -6.42014 -1.31931 1.39081
```

Values from the calculation:
* LUMO energy (spin up / spin down): -8.4 / -12.2 eV
* net charge: +3
* expectation value of S²: 6.019
* HOMO-LUMO gap (spin up / spin down): 0.27101 / 0.13352 Ha
* spin multiplicity: 5

(3)
ORCA calculation (ωB97M-V/def2-TZVPD) on a structure of composition C29H39BF6N7O4ReS5.

Structure (XYZ):
```
92
C29H39BF6N7O4ReS5 ωB97M-V/def2-TZVPD
Re 1.02411 -1.33157 -2.53466
C -3.97173 -2.29792 -1.66338
C -3.10657 -1.13008 -1.29951
C -3.56827 0.14932 -1.11942
C -2.67427 1.23153 -0.91084
N -1.39880 1.00660 -0.66409
N -0.96779 -0.24829 -0.75199
B 0.52859 -0.58085 -0.53149
N 1.43927 0.57249 -0.02760
N 1.01152 1.32461 0.96438
C 1.87746 2.15197 1.53881
C 3.20995 2.23221 1.07843
C 3.67823 1.39753 0.09299
C 5.10059 1.38370 -0.38530
C 2.71500 0.53543 -0.44233
S 3.13134 -0.74910 -1.56518
C 1.39013 2.91666 2.75780
C -0.00995 3.49119 2.51361
C 1.35377 1.88072 3.89864
C 2.33828 4.06129 3.13718
N 0.77394 -1.74134 0.50903
N 0.15335 -1.56694 1.65625
C 0.35608 -2.44468 2.62933
C 1.29385 -3.48383 2.46063
C 1.93019 -3.68424 1.25701
C 2.89172 -4.80822 1.00729
C 1.59398 -2.76622 0.25339
S 2.12522 -3.05287 -1.40968
C -0.42747 -2.29670 3.91526
C -1.46733 -1.18080 3.80840
C 0.55870 -1.99446 5.05613
C -1.14743 -3.63397 4.18535
C -1.72129 -1.26664 -1.19554
S -0.81263 -2.66897 -1.72348
C -3.16088 2.65883 -1.01738
C -3.87772 2.81155 -2.37399
C -4.14238 2.93657 0.13020
C -1.98890 3.64073 -0.96136
H -5.02145 -2.01767 -1.67699
H -3.84023 -3.11723 -0.95398
H -3.70659 -2.67648 -2.65297
H -4.62657 0.35531 -1.22214
H 3.88970 2.94017 1.53031
H 5.68872 2.15261 0.10899
H 5.15567 1.55319 -1.46277
H 5.56676 0.41562 -0.17932
H -0.73124 2.72010 2.23202
H 0.02973 4.25304 1.73311
H -0.36105 3.97463 3.42468
H 0.68535 1.05572 3.64311
H 0.98518 2.35835 4.80681
H 2.34998 1.48130 4.10936
H 2.45418 4.77850 2.32066
H 3.32351 3.70426 3.44673
H 1.92426 4.59965 3.98787
H 1.50115 -4.14715 3.29050
H 3.04979 -5.38802 1.91309
H 3.86031 -4.43011 0.67090
H 2.51488 -5.48593 0.23680
H -1.00743 -0.21152 3.61353
H -2.01145 -1.11332 4.74981
H -2.19126 -1.38613 3.01640
H 1.08925 -1.05324 4.88968
H 1.29488 -2.79079 5.18988
H 0.00332 -1.90796 5.98993
H -1.83446 -3.89054 3.37551
H -1.73072 -3.53980 5.10116
H -0.45126 -4.46204 4.33052
H -4.75374 2.16494 -2.45884
H -3.20470 2.59534 -3.20696
H -4.22569 3.83879 -2.47745
H -5.01794 2.28474 0.09215
H -4.50059 3.96261 0.05348
H -3.66143 2.81696 1.10363
H -1.28483 3.46034 -1.77685
H -1.46146 3.56338 -0.01197
H -2.36834 4.65680 -1.06570
F 2.06042 -2.33998 -4.97954
C 2.54385 -1.39980 -5.84194
F 3.84224 -1.34467 -5.70781
F 2.18054 -1.70062 -7.05144
S 1.81485 0.23407 -5.32334
O 1.84342 0.08662 -3.81179
O 2.62857 1.27662 -5.80047
N 0.35911 0.22122 -5.84453
S -0.91341 -0.05232 -5.00324
O -0.56454 -0.72733 -3.69355
O -1.82347 1.01581 -4.83391
C -1.71800 -1.45473 -5.91803
F -2.04405 -1.08249 -7.11980
F -2.77893 -1.80664 -5.21446
F -0.83668 -2.44940 -5.94375
```

Values from the calculation:
* LUMO energy (spin up / spin down): -12.3 / -12.2 eV
* net charge: +3
* expectation value of S²: 0.781
* HOMO-LUMO gap (spin up / spin down): 0.18585 / 0.19051 Ha
* spin multiplicity: 2

no.,calculated total energy (hartree)
1,-9442.86080
2,-2667.22613
3,-4504.99883